No. 1
C17H33AlBeBr4CaF5O10S2Si as an isolated structure in a non-equilibrium geometry, computed with the ωB97M-V functional and the def2-TZVPD basis.

Computed properties:
HOMO in eV: -7.80
E_LUMO in eV: -6.446

Structure (ORCA input):
```
! wB97M-V def2-TZVPD RIJCOSX def2/J DEFGRID3
* xyz 1 1
C 2.68405 -0.58803 4.31449
C 2.20535 0.42099 3.28046
O 3.19679 0.67782 2.22816
C 0.87489 -0.08381 2.70623
O 1.02083 -1.29404 2.06150
C 1.08527 -1.23315 0.62288
C 2.29576 -2.02111 0.14552
C 2.18238 -3.52797 0.13142
F 2.47553 -4.04856 1.35595
O 0.97328 -4.04902 -0.39701
S -0.35206 -3.46206 0.28671
O -0.26441 -3.69065 1.68883
O -1.52614 -4.02702 -0.26573
C -0.24302 -1.69313 -0.02393
C -1.44370 -0.90685 0.49728
C -2.05833 -1.32919 1.83057
O -3.17610 -0.45117 2.02647
Si -4.68763 -1.07213 1.80569
C -5.34726 -1.70553 3.44261
C -4.82870 -2.28871 0.39659
C -5.78629 0.44695 1.33786
C -0.07659 -1.37554 -1.54902
Br -1.46788 -2.20951 -2.63589
C -0.05264 0.15167 -1.87570
C -1.29751 0.73888 -2.51307
Br 1.42620 0.46983 -3.14081
H 1.82308 -0.82067 4.93117
H 3.43026 -0.18088 4.99506
H 3.00011 -1.52550 3.86718
H 2.01064 1.37689 3.85387
H 3.69401 -0.13716 1.97590
H 0.34462 0.68317 2.13781
H 0.26488 -0.27365 3.58811
H 1.29174 -0.19444 0.37380
H 2.56387 -1.62246 -0.82604
H 3.13184 -1.77643 0.79715
H 2.96992 -3.89990 -0.51860
H -2.26120 -0.92348 -0.21266
H -1.17786 0.14093 0.59397
H -1.41971 -1.17354 2.69299
H -2.34355 -2.37918 1.85376
H -6.35267 -1.32118 3.58887
H -4.74945 -1.23289 4.21951
H -5.30251 -2.78125 3.56888
H -4.34527 -1.96029 -0.51842
H -4.33485 -3.21556 0.68912
H -5.87663 -2.54081 0.25534
H -6.39102 0.12436 0.45984
H -6.50276 0.66045 2.13012
H -5.24173 1.39651 1.02408
H 0.84830 -1.77193 -1.93592
H 0.16178 0.76826 -1.01429
H -1.38349 0.51499 -3.56772
H -1.19687 1.82004 -2.44402
H -2.19841 0.51448 -1.96262
F 6.38915 -0.26918 -1.73344
Al 6.34573 -1.56976 -0.65639
F 7.72450 -1.58005 0.30475
F 6.15841 -3.02248 -1.47056
F 4.96613 -1.33930 0.38288
Be -6.48461 1.89196 -0.24728
C 3.10819 4.84726 -4.68743
C 2.83918 5.66709 -3.44858
O 1.43960 6.03267 -3.56519
S 0.66656 4.86524 -4.28070
O 0.01307 4.06595 -3.33372
O -0.06638 5.48204 -5.41059
O 1.89480 4.08366 -4.87129
H 3.24890 5.48088 -5.56335
H 3.96030 4.18302 -4.58193
H 3.46059 6.55485 -3.39019
H 2.95577 5.07851 -2.53862
Br -3.39400 2.35225 0.42049
Ca 3.79795 2.40373 3.02480
Br -1.29302 4.67377 -6.70799
*
```

These are the Löwdin partial charges, in e, on atoms 1 to 6:
1. C -0.01
2. C -0.41
3. O -0.30
4. C -0.19
5. O -0.07
6. C -0.26


No. 2
A 3-piece molecular cluster, C5H15NO2 overall in a non-equilibrium geometry, computed with the ωB97M-V functional and the def2-TZVPD basis.

Computed properties:
HOMO (alpha / beta) in eV: -14.08 / -15.11
E_LUMO (alpha / beta) in eV: -3.183 / -6.540

Structure (ORCA input):
```
! wB97M-V def2-TZVPD RIJCOSX def2/J DEFGRID3
* xyz 1 2
C -0.65727 -0.70910 -2.61507
C -0.70916 -0.88472 -1.07690
N 0.86737 1.07367 0.43902
C -0.37535 1.40229 -0.01383
C -1.19479 0.40233 -0.47997
C -0.79054 2.80135 0.34729
H -1.69862 -0.48050 -2.89936
H -0.38239 -1.63298 -3.09677
H 0.11523 -0.00949 -3.02607
H -1.28654 -1.72817 -0.67521
H 0.28936 -1.22410 -0.70403
H 1.29480 1.63187 1.15885
H 0.98525 0.07072 0.56594
H -2.22259 0.57663 -0.75258
H -0.79926 2.88433 1.43785
H -1.82150 2.91104 -0.03827
H -0.25012 3.67237 0.01443
H 2.29478 -2.52801 -0.20199
H 1.92883 -2.12703 1.20645
O 1.99016 -1.76735 0.30801
H -0.52811 -1.33962 2.96230
H -0.10949 -1.91056 1.78431
O 0.28918 -1.28915 2.43534
*
```

These are the Löwdin partial charges, in e, on atoms 1 to 6:
1. C -0.06
2. C -0.23
3. N 0.26
4. C -0.26
5. C 0.05
6. C 0.00


No. 3
The molecule C5H10N2OS in a non-equilibrium geometry, computed with the ωB97M-V functional and the def2-TZVPD basis.

Computed properties:
HOMO (alpha / beta) in eV: -7.69 / -8.40
E_LUMO (alpha / beta) in eV: -0.717 / -0.320

Structure (ORCA input):
```
! wB97M-V def2-TZVPD RIJCOSX def2/J DEFGRID3
* xyz 0 1
C -0.74487 0.74258 -1.44861
C 0.19311 -0.27410 -2.08103
C -0.98437 0.35262 2.09815
C 1.68502 0.03410 -1.84594
C -0.48304 -0.73464 2.93825
N -0.69367 1.13045 -0.12921
N -0.86722 0.34431 0.82994
O -1.38030 -2.33612 -1.97188
S -0.09546 -1.88906 -1.38018
H -0.48390 1.70927 -2.08458
H -1.77974 0.41446 -1.68627
H -0.13738 -0.24024 -3.16655
H -1.61737 1.00756 2.58440
H 2.17419 -0.52326 -2.72978
H 1.84802 -0.37921 -0.76886
H 1.92651 1.14123 -1.81608
H -1.02656 -0.84120 3.97548
H 0.60097 -0.66897 3.06245
H -0.45629 -1.71453 2.34667
*
```

These are the Löwdin partial charges, in e, on atoms 1 to 6:
1. C -0.32
2. C -0.65
3. C -0.20
4. C -0.14
5. C -0.10
6. N 0.00


No. 4
C9H28AgF4N3O15S4 as an isolated structure in a non-equilibrium geometry, computed with the ωB97M-V functional and the def2-TZVPD basis.

Computed properties:
HOMO in eV: -1.84
E_LUMO in eV: 4.283

Structure (ORCA input):
```
! wB97M-V def2-TZVPD RIJCOSX def2/J DEFGRID3
* xyz -2 1
N -3.14542 12.31614 1.64322
H -2.57125 11.57432 2.04686
H -3.17906 11.99015 0.67066
H -2.60538 13.16297 1.78694
H -4.01444 12.44847 2.15668
Ag -2.06540 9.08019 0.75481
N -7.10906 8.55044 1.96885
S -5.66659 8.66864 2.61031
O -5.54164 8.43076 4.02717
O -4.67359 9.59922 1.99620
F -5.11762 7.22763 2.13163
S -7.80571 9.74403 2.97069
O -7.52625 11.03900 2.44117
O -7.90794 9.66802 4.41268
F -9.37842 9.58576 2.53907
N -1.45899 10.45603 2.57998
S -1.43702 10.12273 4.12053
O -0.89100 11.19771 4.97506
O -1.18416 8.74813 4.44635
F -3.02688 10.16911 4.38886
S 0.25692 10.69707 2.44809
O 1.07393 9.67193 3.09244
O 0.79407 12.03838 2.40112
F 0.23382 10.31420 0.90499
C -3.47474 10.36449 -1.46780
O -3.42748 9.10606 -1.26385
O -4.23268 10.81165 -2.33286
O -2.89380 11.20441 -0.68916
C -0.63264 15.64499 2.10217
C -0.77511 15.26812 0.61382
O -2.02220 14.62131 0.53194
H -1.49185 16.28858 2.29587
H 0.21096 16.32568 2.22639
H -0.60818 14.76268 2.73949
H 0.09129 14.75839 0.19142
H -0.91404 16.20017 0.05822
H -2.20396 14.49158 -0.40943
C -5.65410 15.31415 3.17241
C -5.35892 14.06605 3.89850
O -5.45255 13.03031 2.98049
H -6.64266 15.27611 2.71195
H -4.98624 15.37328 2.31117
H -5.52422 16.17838 3.82592
H -6.08293 13.91669 4.70349
H -4.38605 14.18309 4.37981
H -6.38608 12.79650 2.99646
C -6.10663 14.17711 -2.11280
C -4.96001 14.25472 -1.05070
O -3.73020 13.86249 -1.59107
H -5.79083 14.89582 -2.87071
H -7.04070 14.48953 -1.64334
H -6.23529 13.20837 -2.59362
H -5.22107 13.67435 -0.16281
H -4.93381 15.30097 -0.73976
H -3.65763 12.89587 -1.56844
C 1.08983 13.65588 -2.25925
C 0.43318 12.48681 -1.51587
O -0.81614 12.20751 -2.15615
H 0.44714 14.52355 -2.11402
H 1.32089 13.50051 -3.31254
H 2.06793 13.77079 -1.78558
H 0.35303 12.71302 -0.45130
H 0.93506 11.52098 -1.61296
H -1.44143 11.81333 -1.52464
*
```

These are the Löwdin partial charges, in e, on atoms 1 to 6:
1. N 0.27
2. H 0.01
3. H 0.05
4. H 0.10
5. H 0.08
6. Ag 0.79


No. 5
An isolated ion of composition C10H10F2N3 and charge +1 in a non-equilibrium geometry, computed with the ωB97M-V functional and the def2-TZVPD basis.

Computed properties:
HOMO in eV: -13.19
E_LUMO in eV: -5.275
SMILES: Cc1cccc2c1[C@@H](N=[N+]=N)C(F)(F)C2

Structure (ORCA input):
```
! wB97M-V def2-TZVPD RIJCOSX def2/J DEFGRID3
* xyz 1 1
C 0.11168 -1.82552 1.74192
C -1.05262 -1.05064 1.86136
C 1.10954 -1.46306 0.89868
C -1.17433 -0.01027 1.00687
C -0.08497 0.36683 0.13666
C 1.06947 -0.35136 0.12437
C -2.36729 0.86961 0.76878
C -0.33819 1.56275 -0.56123
C -1.83341 1.84406 -0.27436
C 2.14372 -0.10179 -0.89485
N -1.62131 0.42515 -3.78891
N -0.05312 1.13597 -2.25785
N -0.92128 0.87340 -2.95524
F -2.61996 1.75504 -1.41053
F -1.96721 3.13671 0.14385
H 0.23001 -2.59041 2.38751
H -1.74484 -1.37018 2.52627
H 2.04581 -1.99208 0.97208
H -3.10722 0.23798 0.38732
H -2.80238 1.42930 1.52975
H 0.41274 2.37260 -0.77571
H 2.25950 0.99820 -0.84502
H 2.99047 -0.67991 -0.69072
H 1.67595 -0.23586 -1.88490
H -2.15054 0.83971 -4.50642
*
```

These are the Löwdin partial charges, in e, on atoms 1 to 6:
1. C 0.01
2. C 0.03
3. C -0.02
4. C -0.10
5. C -0.15
6. C -0.21


Record-wise energy values, in a.u.: -14235.71540 -404.44153 -779.27174 -3791.78192 -750.65787